[1]
{"formula": "C2H2N2O4", "method": "wB97M-V/def2-TZVPD", "total_charge": 0, "orbital_gap_ha": 0.35704, "smiles": "O=c1o[nH]n(O)c1=O", "de_lowest_ev": 5.8689, "symbols": ["C", "C", "H", "H", "N", "N", "O", "O", "O", "O"], "positions_angstrom": [[1.6135, 0.3167, -0.1295], [0.0835, 1.0190, -0.0747], [-2.4730, 0.1319, -0.5038], [0.1442, -1.8514, 0.7616], [-0.6670, -0.1033, 0.1357], [-0.0356, -1.3378, -0.3250], [-2.1312, -0.0055, 0.3908], [1.2635, -1.0119, -0.2879], [2.7227, 0.7949, 0.3825], [-0.5206, 2.0474, -0.3498]], "atomic_forces_ev_per_a": [[2.040, 3.080, 4.352], [-1.418, -0.190, -2.080], [-0.202, 0.191, -0.141], [-2.102, 0.502, -3.786], [-1.652, -0.007, 0.848], [-2.665, -1.723, 6.064], [3.792, -0.891, -1.079], [5.928, 2.682, -1.238], [-6.294, -3.317, -3.910], [2.573, -0.326, 0.970]]}


[2]
{"formula": "C2H2N2O4", "method": "wB97M-V/def2-TZVPD", "total_charge": 0, "orbital_gap_ha": 0.37863, "smiles": "[H]/N=C\\[N+](=O)[O-].O=C=O", "de_lowest_ev": 1.4095, "symbols": ["C", "C", "N", "N", "O", "O", "O", "O", "H", "H"], "positions_angstrom": [[-0.0795, 1.1073, -1.3537], [0.0241, -2.5703, 1.5553], [0.3821, 1.6118, 0.0170], [-0.7432, 0.0827, -1.5424], [-0.0293, -2.8175, 0.4337], [0.0650, -2.2968, 2.6614], [0.0951, 0.8742, 0.9386], [0.9880, 2.6698, 0.0321], [0.3010, 1.7968, -2.0533], [-1.0032, -0.4580, -0.6887]], "atomic_forces_ev_per_a": [[0.004, -0.188, 0.890], [-0.068, 0.086, -0.612], [-0.304, -0.591, -0.193], [-0.249, -0.369, 0.446], [-0.050, -0.332, -1.271], [0.112, 0.317, 1.906], [0.394, 0.695, 0.292], [-0.501, -0.903, 0.239], [0.222, 0.597, -1.147], [0.439, 0.687, -0.549]]}


[3]
{"formula": "C2H2N2O4S", "method": "wB97M-V/def2-TZVPD", "total_charge": 0, "orbital_gap_ha": [0.32090, 0.32087], "smiles": "O=NON=C=S.O=CO", "de_lowest_ev": 1.5295, "symbols": ["C", "C", "N", "N", "O", "O", "O", "O", "S", "H", "H"], "positions_angstrom": [[0.5295, 0.2560, -1.9505], [-0.9854, -0.1372, 1.5183], [1.5156, 0.6781, -1.3060], [1.2131, -1.0767, 0.0853], [1.9322, -0.0144, -0.2131], [0.3713, -1.3472, -0.7372], [-0.4607, 1.0440, 1.2833], [-2.0143, -0.6218, 1.1861], [-0.6472, 0.2484, -2.9727], [-0.2659, -0.6417, 2.0907], [-1.1883, 1.6125, 1.0157]], "atomic_forces_ev_per_a": [[-0.283, 0.284, -0.059], [0.263, -1.133, 0.606], [-0.034, 0.333, -0.839], [-0.963, -1.777, -0.715], [0.358, 0.442, 0.374], [1.285, 0.413, 1.412], [-0.451, 1.463, -0.290], [-1.107, 0.539, -0.496], [-0.043, 0.198, -0.425], [1.129, -1.341, 1.038], [-0.153, 0.579, -0.606]]}


[4]
{"formula": "C2H2N2OS", "method": "wB97M-V/def2-TZVPD", "total_charge": 0, "orbital_gap_ha": [0.30327, 0.30328], "smiles": "N#CS(=O)#CN", "de_lowest_ev": 5.0056, "symbols": ["C", "C", "N", "N", "O", "S", "H", "H"], "positions_angstrom": [[1.2660, 1.2967, -0.7080], [-0.6194, 0.2870, 0.8555], [2.4020, 1.4020, -0.7537], [-0.8207, -0.9988, 1.0832], [-0.3544, 0.1280, -1.9753], [-0.5867, 1.0915, -0.8950], [-0.9908, -1.5683, 1.8927], [-0.2960, -1.6380, 0.5006]], "atomic_forces_ev_per_a": [[-2.454, 1.092, 1.247], [-1.619, 0.935, 1.706], [1.038, -0.064, -0.118], [1.918, 0.381, -2.655], [-1.825, -0.190, -1.258], [3.731, -3.082, 1.166], [-0.213, 1.337, 1.417], [-0.576, -0.410, -1.504]]}


[5]
{"formula": "C2H2N2OS2", "method": "wB97M-V/def2-TZVPD", "total_charge": 0, "orbital_gap_ha": 0.36419, "smiles": "Sc1nnoc1S", "de_lowest_ev": 1.2974, "symbols": ["C", "C", "H", "H", "N", "N", "O", "S", "S"], "positions_angstrom": [[0.6913, 0.2935, -0.0078], [-0.6655, 0.0625, 0.0147], [2.1836, -1.0340, 1.2471], [-0.7006, -2.2124, 0.0540], [0.8367, 1.6652, -0.0716], [-0.2754, 2.2498, 0.0244], [-1.2653, 1.2302, 0.0474], [1.9321, -0.9211, -0.0688], [-1.6474, -1.3374, -0.0181]], "atomic_forces_ev_per_a": [[-0.692, 0.021, -0.241], [1.213, 0.535, 0.102], [-0.089, 0.130, -0.018], [1.329, -0.769, 0.052], [-0.375, 0.265, 0.764], [1.110, -0.932, -0.606], [-1.038, 0.216, 0.134], [0.333, -0.027, -0.177], [-1.792, 0.560, -0.009]]}


[6]
{"formula": "C2H2N2OS2", "method": "wB97M-V/def2-TZVPD", "total_charge": 0, "orbital_gap_ha": 0.36298, "smiles": "Sc1nonc1S", "de_lowest_ev": 3.0358, "symbols": ["C", "C", "H", "H", "N", "N", "O", "S", "S"], "positions_angstrom": [[-0.2524, -0.7010, -0.0953], [0.6037, 0.3556, -0.0782], [-1.9426, 0.4077, 1.1349], [-0.9700, 1.7192, -0.6815], [0.3933, -1.7789, -0.0550], [1.7915, -0.1400, 0.1429], [1.5988, -1.4450, 0.0018], [-2.0671, -0.4172, -0.0009], [0.3621, 1.9758, -0.0017]], "atomic_forces_ev_per_a": [[-5.808, 1.503, -0.178], [2.738, -0.407, 1.415], [-0.124, -0.906, -1.181], [2.323, 0.991, 1.305], [-2.796, -3.309, -0.463], [0.561, 1.139, -1.321], [5.059, -1.592, 1.090], [1.470, 0.043, 0.830], [-3.424, 2.537, -1.496]]}


no.,electronic energy (eV)
1,-13269.3072
2,-13273.7666
3,-24106.2293
4,-17963.9705
5,-28802.3266
6,-28800.5881